Record 1
{
  "formula": "C23H42DyN3OP2",
  "method": "the ωB97M-V functional and the def2-TZVPD basis",
  "e_lumo_ev": [-6.99, -6.92],
  "multiplicity": 6,
  "charge": 2,
  "species": ["Dy", "P", "P", "N", "C", "H", "H", "C", "H", "H", "C", "H", "H", "C", "H", "H", "C", "C", "H", "H", "H", "C", "C", "H", "H", "H", "C", "C", "H", "H", "H", "C", "C", "H", "H", "H", "C", "C", "H", "H", "H", "C", "H", "H", "H", "C", "H", "H", "H", "C", "H", "H", "H", "H", "H", "H", "H", "O", "H", "H", "N", "C", "C", "C", "C", "C", "N", "C", "H", "H", "H", "H"],
  "xyz": [[-0.2463, -0.0036, -0.1887], [-0.0538, -2.5877, -1.0258], [-0.0591, 2.6683, -0.6948], [1.6427, 0.0674, -1.2490], [1.6271, -2.4433, -1.7888], [2.2097, -3.3401, -1.5200], [1.4975, -2.4766, -2.8872], [2.4439, -1.1728, -1.3921], [3.0120, -1.4069, -0.4556], [3.2141, -1.0453, -2.1792], [2.4402, 1.3190, -1.2439], [3.2040, 1.2913, -2.0468], [3.0155, 1.4362, -0.2903], [1.6197, 2.6271, -1.4746], [1.4865, 2.7977, -2.5597], [2.2006, 3.4853, -1.0977], [0.1011, 3.4064, 1.0083], [-1.0704, 3.1048, 1.9576], [-0.7732, 3.3815, 2.9813], [-1.3519, 2.0454, 2.0178], [-1.9772, 3.6613, 1.6872], [-1.3379, 3.4915, -1.6992], [-2.7313, 3.4999, -1.0425], [-3.4822, 3.7964, -1.7913], [-2.8020, 4.1865, -0.1897], [-3.0339, 2.5048, -0.6873], [-1.3370, -3.2715, -2.1224], [-2.7307, -3.3610, -1.4704], [-3.4827, -3.5610, -2.2498], [-3.0324, -2.4176, -0.9937], [-2.8008, -4.1491, -0.7103], [0.1044, -3.5229, 0.5753], [-1.0663, -3.3366, 1.5551], [-0.7725, -3.7452, 2.5346], [-1.9776, -3.8457, 1.2157], [-1.3389, -2.2914, 1.7513], [-2.7821, -0.0323, 0.4099], [-0.8800, 4.8408, -2.2437], [-0.7896, 5.6053, -1.4648], [0.0927, 4.7543, -2.7375], [-1.5977, 5.1847, -3.0013], [-0.8821, -4.5433, -2.8329], [-1.6013, -4.7886, -3.6268], [0.0904, -4.3968, -3.3134], [-0.7929, -5.3989, -2.1551], [0.4116, -5.0028, 0.3746], [0.7261, -5.4234, 1.3407], [-0.4658, -5.5664, 0.0330], [1.2276, -5.1666, -0.3349], [0.4105, 4.8996, 0.9924], [-0.4665, 5.5025, 0.7248], [0.7256, 5.1962, 2.0035], [1.2262, 5.1501, 0.3083], [0.9879, 2.8847, 1.4106], [0.9919, -3.0557, 1.0379], [-1.4331, 2.8206, -2.5709], [-1.4326, -2.4966, -2.9026], [-3.9303, -0.0389, 0.5842], [-0.4499, 0.0340, -3.2177], [-1.1822, 0.1223, -3.0028], [5.1409, -0.0518, 3.9017], [3.9786, -0.0861, 3.7608], [2.5516, -0.1308, 3.5416], [1.6341, -0.1889, 4.5972], [0.2868, -0.2152, 4.2858], [-0.1237, -0.1823, 2.9528], [0.7609, -0.1444, 1.9314], [2.1020, -0.1207, 2.2234], [1.9750, -0.2144, 5.6354], [-0.4661, -0.2596, 5.0602], [-1.1907, -0.1926, 2.6885], [2.7850, -0.0904, 1.3718]],
  "forces_ev_per_a": [[1.2, -0.1, -0.2], [-0.3, 0.5, 0.7], [-0.2, -0.5, 0.6], [-0.2, 0.0, 0.5], [0.0, -0.4, -0.3], [-0.1, 0.3, -0.2], [-0.1, 0.1, 0.5], [0.2, 0.2, 0.1], [-0.3, 0.2, -0.5], [-0.3, 0.0, 0.3], [0.2, -0.2, 0.1], [-0.3, 0.0, 0.3], [-0.3, -0.1, -0.5], [0.0, 0.4, -0.3], [-0.1, -0.1, 0.5], [-0.1, -0.3, -0.2], [0.2, 0.0, -0.2], [-0.1, 0.1, 0.1], [-0.2, 0.1, -0.3], [0.1, 0.0, -0.2], [0.3, -0.1, 0.2], [0.0, 0.1, -0.7], [0.0, 0.1, 0.0], [0.3, 0.0, 0.3], [0.0, -0.1, -0.3], [0.1, 0.1, -0.1], [0.0, -0.1, -0.7], [0.0, -0.1, 0.0], [0.3, -0.1, 0.3], [0.1, -0.1, -0.1], [0.0, 0.1, -0.3], [0.2, 0.0, -0.2], [-0.1, -0.1, 0.1], [-0.2, 0.0, -0.3], [0.3, 0.1, 0.2], [0.1, 0.0, -0.2], [-6.3, 0.0, 0.9], [-0.2, 0.4, -0.2], [-0.1, -0.1, -0.2], [-0.1, 0.0, 0.0], [0.2, 0.1, 0.2], [-0.2, -0.3, -0.2], [0.2, -0.1, 0.2], [-0.1, 0.0, 0.0], [-0.1, 0.2, -0.2], [0.1, -0.4, 0.4], [-0.1, 0.0, -0.3], [0.2, 0.2, 0.1], [-0.1, 0.0, 0.1], [0.1, 0.3, 0.4], [0.2, -0.2, 0.1], [-0.1, 0.1, -0.3], [-0.1, 0.0, 0.1], [-0.1, 0.1, -0.1], [-0.1, -0.1, -0.2], [0.2, 0.1, 0.2], [0.2, -0.1, 0.2], [5.2, 0.0, -0.7], [-0.6, 0.1, 0.4], [0.5, -0.1, -0.2], [-2.8, -0.1, -0.3], [2.5, 0.0, 0.4], [0.3, 0.0, -0.3], [0.1, 0.0, -0.1], [-0.5, 0.0, -0.3], [0.8, 0.0, 0.1], [0.8, 0.0, 1.1], [-1.4, 0.0, -0.1], [-0.1, 0.0, -0.4], [0.0, 0.0, 0.1], [0.4, 0.0, 0.2], [-0.2, 0.0, 0.3]],
  "mulliken_spin": [4.954, 0.025, 0.021, -0.012, -0.006, 0.001, -0.001, 0.008, -0.002, -0.002, 0.007, -0.002, -0.002, -0.005, 0.000, 0.001, 0.002, 0.002, 0.000, 0.002, 0.000, -0.003, 0.000, 0.000, 0.000, 0.000, -0.003, 0.001, 0.000, 0.000, 0.000, 0.003, 0.002, 0.000, 0.000, 0.002, 0.006, 0.000, 0.000, 0.000, 0.000, 0.000, 0.000, 0.000, 0.000, 0.001, 0.000, 0.000, 0.000, 0.000, 0.000, 0.000, 0.000, 0.001, 0.001, -0.001, -0.001, 0.002, -0.001, 0.002, 0.000, 0.000, 0.001, 0.000, 0.001, 0.007, -0.010, 0.002, 0.000, 0.000, -0.001, -0.002]
}

Record 2
{
  "formula": "C23H42O21",
  "method": "the ωB97M-V functional and the def2-TZVPD basis",
  "e_lumo_ev": 0.17,
  "smiles": "C[C@H]1COC(=O)O1.C[C@H]1COC(=O)O1.COC(=O)OC.COC(=O)OC.COC(=O)OC.COC(=O)OC.COC(=O)OC",
  "charge": 0,
  "relative_energy_kcal_mol": 43.2,
  "species": ["C", "C", "C", "O", "C", "O", "O", "H", "H", "H", "H", "H", "H", "C", "C", "C", "O", "C", "O", "O", "H", "H", "H", "H", "H", "H", "C", "O", "C", "O", "O", "C", "H", "H", "H", "H", "H", "H", "C", "O", "C", "O", "O", "C", "H", "H", "H", "H", "H", "H", "C", "O", "C", "O", "O", "C", "H", "H", "H", "H", "H", "H", "C", "O", "C", "O", "O", "C", "H", "H", "H", "H", "H", "H", "C", "O", "C", "O", "O", "C", "H", "H", "H", "H", "H", "H"],
  "xyz": [[-2.1121, -3.2046, 1.1944], [-1.4485, -1.9690, 0.5165], [-2.3612, -0.7280, 0.4746], [-1.6018, 0.2893, 1.0380], [-0.5399, -0.2454, 1.6009], [0.2480, 0.4371, 2.2804], [-0.3890, -1.5385, 1.3531], [-2.7463, -3.0219, 2.0797], [-1.3242, -3.8943, 1.5429], [-2.7441, -3.6489, 0.4292], [-1.1032, -2.1500, -0.5389], [-3.1332, -0.8163, 1.1658], [-2.6863, -0.4617, -0.5793], [1.4618, -3.3096, -0.7126], [1.3013, -2.7505, -2.1074], [2.4624, -1.8418, -2.5112], [3.2909, -2.7396, -3.1962], [2.6724, -3.8238, -3.5291], [3.2424, -4.7383, -4.1410], [1.4247, -3.8276, -3.0610], [1.1874, -2.5530, -0.0389], [2.4778, -3.6032, -0.3923], [0.8404, -4.1669, -0.5519], [0.3985, -2.1874, -2.1238], [2.9443, -1.2103, -1.6949], [1.9924, -1.2392, -3.2547], [2.4770, 1.3779, 0.0772], [1.3735, 2.2298, -0.2017], [0.4742, 1.8517, -1.0794], [0.5414, 0.6033, -1.8058], [-0.4411, 2.7776, -1.2483], [-1.5752, 2.3670, -1.9743], [2.8547, 0.9321, -0.8055], [2.0925, 0.6139, 0.7389], [3.4423, 1.7338, 0.4830], [-2.0953, 1.7011, -1.2708], [-1.3715, 1.9007, -3.0177], [-2.1173, 3.3242, -2.0882], [5.6336, -4.5745, -1.4159], [4.9166, -3.3536, -1.0727], [5.1679, -2.8283, 0.1473], [6.2448, -3.2289, 1.0231], [4.2535, -1.7809, 0.4765], [4.3525, -1.1058, 1.7178], [6.7032, -4.2767, -1.4456], [5.4332, -5.0994, -2.3890], [5.6452, -5.3599, -0.6703], [5.0358, -0.2181, 1.6751], [4.8274, -1.7872, 2.4050], [3.3384, -0.8559, 2.0423], [1.7908, 3.2695, 3.2142], [2.5739, 4.0790, 4.1058], [1.9677, 4.5011, 5.1645], [0.5982, 4.4416, 5.4761], [2.7690, 5.0339, 6.0498], [2.1967, 5.6231, 7.2138], [1.6228, 2.2147, 3.5355], [2.3316, 3.2036, 2.2775], [0.8039, 3.6014, 2.9602], [1.3793, 5.1303, 7.6807], [1.7815, 6.6124, 6.8337], [2.9472, 5.8975, 7.8706], [-6.2912, -0.1706, -5.3919], [-5.2560, -1.1213, -5.2863], [-4.1680, -0.8118, -4.5474], [-3.9562, 0.4430, -4.0129], [-3.3556, -1.8231, -4.4889], [-2.0668, -1.5400, -3.9238], [-7.1785, -0.4008, -5.9908], [-5.8138, 0.8132, -5.6596], [-6.6857, 0.0745, -4.3644], [-1.3119, -2.3149, -4.0869], [-2.2265, -1.3767, -2.8994], [-1.6783, -0.6096, -4.3290], [-5.6052, 1.0784, 0.8795], [-4.8901, 2.2135, 0.7729], [-3.8240, 2.4530, 1.5267], [-3.5090, 1.5998, 2.6110], [-2.9692, 3.3716, 1.0713], [-1.6854, 3.4893, 1.7637], [-6.1950, 1.0005, 0.0040], [-6.2699, 1.1403, 1.7416], [-4.9646, 0.1791, 0.9101], [-1.7307, 3.7019, 2.8449], [-1.1614, 4.3125, 1.3242], [-0.9317, 2.6899, 1.6057]],
  "forces_ev_per_a": [[0.5, 0.2, -0.6], [-1.3, -0.7, -0.1], [0.0, -0.6, -2.1], [0.9, 0.8, -0.5], [3.2, 2.9, 2.5], [-1.7, -2.0, -1.7], [0.3, 0.2, 0.0], [0.4, 0.6, -0.4], [-0.3, 0.1, -0.5], [0.0, -0.5, 0.1], [0.1, -0.3, 1.2], [-2.0, -0.5, 0.6], [0.2, -0.2, 1.4], [0.9, -0.7, -0.1], [2.0, -0.6, 1.7], [-1.3, 0.6, 0.6], [2.3, 1.5, 0.2], [1.7, -3.6, -1.7], [-2.0, 2.0, 1.3], [-1.1, 0.1, -0.2], [-0.5, 1.0, 1.1], [-0.3, 0.1, -0.7], [-0.6, -0.5, 0.0], [-1.0, 0.0, -0.8], [-0.4, -1.3, -1.2], [0.3, 1.3, -0.6], [0.6, -1.6, 0.3], [0.0, 1.0, -0.2], [1.1, -6.1, -3.7], [-0.6, 7.0, 4.4], [2.1, -0.9, 0.3], [-1.3, 0.0, -1.5], [-0.3, -0.7, -1.2], [0.1, -0.3, 0.1], [-1.2, 1.4, 0.3], [-0.3, 0.0, -0.8], [-0.1, 0.7, 2.1], [-0.1, -0.8, -0.1], [2.7, -0.3, -0.4], [-0.4, 0.3, 2.1], [4.7, -0.9, 4.7], [-7.2, 2.6, -5.7], [1.8, -2.8, -2.5], [1.2, 0.1, 0.7], [-0.6, -0.2, -0.2], [-0.9, 1.6, 0.7], [-0.7, 0.3, 0.6], [-0.8, -0.6, -0.3], [0.0, -0.2, 0.5], [0.3, 0.0, -0.2], [-0.1, -1.8, -0.8], [-0.4, -0.5, -0.4], [-8.3, 0.2, 3.6], [7.6, 0.0, -2.6], [1.0, -0.7, -0.2], [-1.9, 2.8, -2.3], [0.5, 0.9, 0.4], [0.4, 0.2, 0.1], [-0.4, 1.0, 0.5], [-0.4, -1.0, 0.0], [0.2, -1.1, 0.6], [1.8, -0.1, 1.2], [0.0, 3.3, 2.1], [1.1, -1.0, 0.5], [-0.5, 7.0, 1.5], [-1.1, -7.2, -2.8], [0.3, -0.4, -0.4], [0.6, 0.7, -0.6], [1.0, -0.7, -0.3], [-0.7, -0.9, -0.3], [0.3, -0.5, -0.8], [-0.8, -0.3, -0.3], [0.1, 0.1, 1.5], [-0.1, 0.1, -0.1], [-0.9, -2.7, 1.3], [3.0, 4.1, -0.6], [2.8, -6.0, 5.8], [-2.2, 5.3, -6.2], [-0.8, -0.8, 0.6], [1.0, -0.1, 0.7], [-0.7, 0.1, -0.9], [0.1, -0.4, 0.1], [-0.3, 0.4, 0.4], [-0.7, -0.4, -0.5], [-0.4, 0.9, -0.6], [-1.3, -0.4, 0.0]],
  "lowdin_charge": [0.000, -0.282, -0.099, 0.059, -0.534, 0.094, 0.091, 0.095, 0.091, 0.082, 0.140, 0.094, 0.153, -0.003, -0.281, -0.086, 0.081, -0.585, 0.099, 0.107, 0.052, 0.092, 0.089, 0.107, 0.148, 0.117, -0.043, 0.025, -0.409, -0.087, 0.004, -0.035, 0.069, 0.070, 0.111, 0.083, 0.129, 0.111, -0.019, -0.036, -0.289, -0.081, -0.081, -0.059, 0.101, 0.111, 0.090, 0.112, 0.081, 0.091, -0.016, 0.052, -0.481, -0.071, 0.014, -0.032, 0.109, 0.078, 0.067, 0.084, 0.125, 0.065, -0.068, -0.009, -0.457, -0.051, 0.037, -0.010, 0.095, 0.106, 0.105, 0.104, 0.059, 0.100, -0.085, 0.007, -0.391, -0.058, 0.014, -0.027, 0.088, 0.112, 0.090, 0.112, 0.083, 0.073]
}

Record 3
{
  "formula": "C23H42O9S",
  "method": "the ωB97M-V functional and the def2-TZVPD basis",
  "e_lumo_ev": -1.61,
  "smiles": "CCOC1=C(CCCO)C(=O)C(CCCCS(=O)(=O)O)=CC1=O.CCOCC.CCOCC",
  "charge": 0,
  "species": ["C", "C", "O", "C", "C", "C", "C", "C", "O", "C", "O", "C", "C", "C", "C", "C", "S", "O", "O", "O", "C", "C", "O", "H", "H", "H", "H", "H", "H", "H", "H", "H", "H", "H", "H", "H", "H", "H", "H", "H", "H", "H", "H", "H", "H", "C", "C", "O", "C", "C", "H", "H", "H", "H", "H", "H", "H", "H", "H", "H", "C", "C", "O", "C", "C", "H", "H", "H", "H", "H", "H", "H", "H", "H", "H"],
  "xyz": [[-2.3294, 0.9420, -0.2140], [-1.8124, 0.7622, -1.7580], [-0.3551, 0.6643, -1.9264], [0.2189, -0.4902, -1.2191], [1.3774, -0.3284, -0.2539], [2.1215, 1.0902, 0.0890], [1.1197, 2.3534, 0.3826], [1.7754, 3.3529, 1.5408], [0.8709, 3.2372, 2.7212], [1.9940, -1.6888, 0.4992], [2.3691, -1.6835, 1.7830], [2.0406, -3.0422, -0.4827], [3.3252, -4.0461, -0.3096], [3.0157, -5.3195, 0.6812], [2.8978, -4.9135, 2.2810], [2.9165, -6.3388, 3.1160], [4.5983, -6.8188, 3.7867], [5.1999, -7.9475, 2.8758], [4.4432, -7.4433, 5.2115], [5.7133, -5.5305, 3.9197], [0.9101, -3.2140, -1.4494], [-0.2984, -2.0660, -1.4070], [-1.5776, -2.4406, -1.4791], [-1.7368, 0.3322, 0.5892], [-2.4015, 2.0508, 0.1625], [-3.4454, 0.5194, -0.1855], [-2.1432, 1.7538, -2.3352], [-2.4058, -0.1120, -2.3142], [2.9583, 1.3505, -0.7214], [2.7341, 0.9092, 1.0975], [0.0483, 2.0495, 0.7434], [1.0758, 2.9834, -0.6302], [2.8465, 2.9889, 1.8837], [1.8616, 4.4543, 1.1369], [0.7183, 2.2501, 2.8072], [4.1778, -3.4120, 0.2169], [3.7369, -4.4109, -1.3430], [3.9423, -6.0462, 0.5972], [2.0495, -5.9273, 0.4098], [3.8221, -4.2635, 2.6127], [1.9055, -4.3534, 2.5599], [2.5768, -7.2084, 2.3826], [2.1274, -6.3457, 3.9996], [6.4721, -5.8254, 4.5340], [0.9154, -4.1283, -2.1813], [-5.8802, -1.1520, 1.8010], [-5.7525, 0.1085, 2.6383], [-5.7559, 1.3067, 1.8664], [-6.9270, 1.5650, 1.0959], [-8.1850, 1.7073, 1.9350], [-5.1158, -1.1748, 1.0183], [-5.7707, -2.0414, 2.4283], [-6.8543, -1.2083, 1.3068], [-4.7934, 0.0818, 3.1653], [-6.5301, 0.1502, 3.4084], [-7.0502, 0.7967, 0.3264], [-6.7485, 2.5074, 0.5668], [-8.4488, 0.7681, 2.4266], [-9.0296, 2.0042, 1.3085], [-8.0429, 2.4604, 2.7166], [3.2875, 3.7179, -3.6864], [1.7761, 3.6385, -3.8122], [1.0974, 4.7442, -3.2218], [1.3853, 6.0313, -3.7626], [1.0233, 6.1658, -5.2315], [3.5811, 3.8597, -2.6418], [3.7519, 2.8020, -4.0631], [3.6937, 4.5586, -4.2560], [1.4284, 2.7441, -3.2855], [1.4736, 3.5215, -4.8583], [2.4349, 6.2879, -3.5893], [0.7917, 6.7495, -3.1867], [1.6427, 5.5208, -5.8591], [1.1680, 7.1955, -5.5670], [-0.0212, 5.8834, -5.3978]],
  "forces_ev_per_a": [[-1.1, -0.5, 0.2], [-2.2, 1.0, -0.3], [0.2, -3.2, 2.1], [3.0, 0.0, 2.5], [-2.1, -0.4, -2.1], [0.2, -0.7, 1.1], [1.3, 1.1, -1.0], [-0.3, -1.1, -0.3], [1.0, -0.9, -1.3], [0.3, 0.1, 3.3], [-2.0, 0.0, -7.9], [-2.5, 0.2, -1.9], [-0.4, 0.5, 0.8], [0.5, 0.0, 0.6], [0.4, -0.6, -0.1], [-1.8, 1.0, -0.8], [3.0, -7.6, 2.8], [-2.1, 5.0, 2.1], [0.0, 3.3, -4.5], [-1.0, -1.5, 0.2], [3.0, 1.6, 3.2], [-4.2, -1.6, -0.3], [7.7, 2.4, 0.2], [-0.9, 1.0, -1.7], [0.4, -2.1, -1.0], [2.4, 0.9, 0.0], [1.1, -2.1, 1.2], [1.7, 1.6, 1.5], [-2.1, -0.6, 1.6], [-1.4, 0.1, -2.2], [2.2, 0.5, -0.9], [-0.4, -1.4, 2.2], [-2.0, 0.7, -0.9], [-0.5, -2.2, 1.2], [0.3, 1.8, 0.0], [-1.8, -1.3, -1.2], [-1.1, 0.7, 1.9], [-1.9, 1.4, 0.1], [1.8, 1.3, 0.2], [-2.0, -1.2, -0.7], [2.0, -1.0, -0.7], [1.3, 1.6, 1.7], [2.2, 0.1, -1.5], [-1.9, 0.1, -1.1], [-0.4, 2.0, 1.6], [-0.2, 0.0, -0.2], [0.0, 0.0, -0.1], [0.1, 0.0, 0.0], [0.1, 0.1, 0.1], [0.0, -0.1, 0.2], [0.0, 0.0, 0.1], [0.0, 0.1, -0.1], [0.0, -0.1, 0.1], [-0.1, 0.2, -0.1], [0.0, 0.0, 0.0], [-0.1, -0.1, 0.0], [0.2, -0.2, 0.2], [0.0, 0.0, -0.1], [0.1, 0.0, 0.0], [0.0, 0.0, -0.1], [0.1, 0.2, -0.1], [0.0, 0.0, 0.1], [0.0, 0.0, 0.1], [-0.1, -0.1, 0.0], [0.0, -0.2, -0.1], [-0.1, -0.1, -0.1], [-0.1, 0.1, 0.0], [0.0, -0.1, 0.0], [-0.2, 0.2, 0.0], [0.1, 0.0, 0.0], [0.1, 0.0, -0.1], [0.0, -0.3, 0.1], [0.0, 0.1, 0.0], [0.0, -0.1, 0.0], [0.1, 0.1, 0.1]],
  "lowdin_charge": [-0.099, -0.220, -0.136, -0.070, -0.011, -0.143, -0.155, -0.215, -0.151, -0.141, -0.031, -0.089, -0.150, -0.196, -0.208, -0.228, 0.803, -0.398, -0.401, -0.244, 0.061, -0.144, -0.028, 0.082, 0.088, 0.086, 0.142, 0.131, 0.136, 0.115, 0.104, 0.118, 0.119, 0.128, 0.094, 0.130, 0.123, 0.126, 0.125, 0.117, 0.123, 0.131, 0.131, 0.127, 0.131, -0.081, -0.278, -0.174, -0.280, -0.083, 0.071, 0.079, 0.067, 0.118, 0.106, 0.105, 0.118, 0.066, 0.077, 0.084, -0.082, -0.278, -0.172, -0.278, -0.083, 0.078, 0.078, 0.067, 0.105, 0.108, 0.106, 0.119, 0.065, 0.077, 0.083]
}

Summary of M in g/mol
601.057, 654.568, 494.647
(order as listed above)